A.
The following is a DFT calculation (the ωB97M-V functional and the def2-TZVPD basis) of an isolated molecule of C4H8N2.

orbital gap: 0.3715 Eh
M: 84.1 g/mol
SMILES: CN(C)CC#N

Geometry (Å):
C1 -0.59153 1.42206 0.04240
N1 -0.47932 0.05636 -0.40824
C2 -0.97481 -0.90612 0.55901
C3 0.81935 -0.28534 -0.92643
C4 1.87071 -0.60340 0.08558
N2 2.68006 -0.88354 0.86550
H1 -1.64643 1.62962 0.24360
H2 -0.25548 2.08634 -0.76103
H3 -0.00221 1.63004 0.95120
H4 -0.42370 -0.88086 1.51590
H5 -0.90169 -1.92030 0.15069
H6 -2.02936 -0.69650 0.76121
H7 1.22227 0.54097 -1.52701
H8 0.68660 -1.16593 -1.55192

---

B.
The following is a DFT calculation (the ωB97M-V functional and the def2-TZVPD basis) of a structure of composition C4H8N2.

orbital gap: 0.3352 Eh
M: 84.1 g/mol

Geometry (Å):
C1 -1.00935 0.92408 -0.82059
N1 -0.97346 1.64288 0.48147
C2 0.44045 1.33788 0.43750
C3 0.42719 0.51593 -0.60871
C4 0.90839 -1.85754 0.70490
N2 -0.28048 -1.57432 0.36147
H1 -0.99007 1.68678 -1.60353
H2 -1.81486 0.20505 -0.97635
H3 -1.46082 1.06910 1.17596
H4 1.22982 1.92306 0.86997
H5 1.15760 0.01586 -1.23330
H6 1.33543 -1.32887 1.56445
H7 1.56956 -2.54790 0.17124
H8 -0.53941 -2.01199 -0.52448

---

Question: of the structures shown, which is the least stable? Reply: B.